Arrangement 1

{
  "formula": "H16O8",
  "method": "ωB97M-V/def2-TZVPD",
  "homo_ev": -9.44,
  "lumo_energy_ev": -0.41,
  "multiplicity": 1,
  "homo_lumo_gap_ev": 9.026,
  "species": ["O", "H", "H", "O", "H", "H", "H", "H", "O", "H", "O", "H", "H", "H", "H", "O", "H", "H", "O", "H", "O", "O", "H", "H"],
  "xyz": [[0.63, -1.55, 2.35], [0.31, -0.13, -2.64], [-0.69, 0.76, -0.71], [1.63, 2.17, -0.06], [0.36, -1.33, 1.46], [1.41, -0.99, 0.30], [0.22, -2.40, 2.52], [-2.45, 1.35, -2.00], [-1.53, 1.21, -1.78], [1.39, 2.84, -0.70], [-1.34, -0.66, 2.02], [-1.03, 0.46, -2.26], [0.78, -2.09, -0.12], [-1.23, 2.06, -1.44], [2.40, 0.02, -0.24], [2.19, -0.48, 0.54], [0.88, 1.58, -0.03], [-2.09, -0.64, 2.62], [0.31, -1.28, 0.09], [-0.55, -1.40, -0.30], [-0.08, 0.85, 0.02], [-0.62, -0.34, -2.58], [-0.20, 0.05, 0.53], [-0.72, -0.04, 2.40]],
  "mulliken_charge": [-0.737, 0.238, 0.563, -0.741, 0.634, 0.360, 0.274, 0.305, -0.523, 0.195, -0.621, 0.437, 0.462, 0.335, 0.244, -0.777, 0.592, 0.283, -0.783, 0.280, -0.735, -0.884, 0.278, 0.322]
}

***

Arrangement 2

{
  "formula": "H16O8",
  "method": "ωB97M-V/def2-TZVPD",
  "homo_ev": -10.57,
  "smiles": "O.O.O.O.O.O.O.O",
  "lumo_energy_ev": 0.21,
  "multiplicity": 1,
  "homo_lumo_gap_ev": 10.776,
  "species": ["O", "O", "H", "H", "O", "O", "H", "H", "H", "H", "O", "H", "H", "O", "H", "O", "H", "H", "O", "H", "H", "H", "H", "H"],
  "xyz": [[2.21, -2.32, -0.12], [0.24, 2.33, 1.71], [2.60, 0.61, -1.47], [-2.08, -0.85, -1.88], [1.84, -0.11, 1.70], [-2.61, -0.99, -2.68], [2.95, -2.72, 0.34], [-1.46, 1.43, -1.13], [1.34, 0.62, 2.08], [-0.20, 0.06, 0.37], [2.31, 1.14, -0.72], [-0.91, -2.65, 1.99], [-3.47, -0.61, -2.47], [-0.81, -0.20, -0.33], [0.69, 2.93, 1.11], [-1.87, 2.19, -1.58], [-1.94, 1.91, -2.50], [-1.35, -0.90, 0.09], [-1.59, -2.28, 1.41], [-0.10, 2.89, 2.42], [1.83, -1.70, 0.53], [2.55, 2.05, -0.94], [2.05, 0.19, 0.79], [-2.22, -3.00, 1.28]],
  "mulliken_charge": [-0.649, -0.603, 0.281, 0.352, -0.683, -0.621, 0.317, 0.416, 0.323, 0.218, -0.597, 0.296, 0.326, -0.717, 0.295, -0.644, 0.325, 0.416, -0.633, 0.289, 0.333, 0.273, 0.396, 0.294]
}

***

Preferred: arrangement 2; penalty for the next structure: 0.3715 hartree.

***

Arrangement 1

{
  "formula": "H16O8",
  "method": "ωB97M-V/def2-TZVPD",
  "homo_ev": -10.12,
  "smiles": "O.O.O.O.O.O.O.O",
  "lumo_energy_ev": -0.14,
  "multiplicity": 1,
  "homo_lumo_gap_ev": 9.971,
  "species": ["O", "H", "H", "H", "H", "H", "O", "H", "O", "H", "O", "O", "H", "O", "H", "H", "O", "H", "H", "H", "O", "H", "H", "H"],
  "xyz": [[0.97, 0.82, -0.64], [-0.62, 1.91, -2.94], [-0.10, -1.90, -1.19], [-0.52, -1.59, 1.01], [1.42, -2.47, 0.41], [0.28, -1.98, -2.69], [0.17, 2.78, 2.41], [-0.07, 3.68, 2.46], [-0.68, 0.94, -3.05], [0.72, -0.45, 2.32], [-1.24, 2.19, 0.05], [-1.45, -1.63, 0.93], [0.20, 1.30, -0.37], [-0.36, -1.66, -2.09], [1.30, 0.32, 0.12], [-0.19, 2.50, 1.58], [1.23, -0.92, 1.64], [0.00, 0.48, -2.57], [1.71, -3.71, -0.41], [1.55, -1.57, 2.28], [1.04, -3.09, -0.21], [-2.11, 1.82, 0.27], [-1.47, 3.02, -0.40], [-1.76, -0.76, 1.06]],
  "mulliken_charge": [-0.639, 0.262, 0.403, 0.350, 0.292, 0.256, -0.640, 0.271, -0.626, 0.273, -0.638, -0.603, 0.377, -0.608, 0.321, 0.414, -0.669, 0.377, 0.292, 0.290, -0.612, 0.280, 0.290, 0.287]
}

***

Arrangement 2

{
  "formula": "H16O8",
  "method": "ωB97M-V/def2-TZVPD",
  "homo_ev": -10.62,
  "smiles": "O.O.O.O.O.O.O.O",
  "lumo_energy_ev": 0.16,
  "multiplicity": 1,
  "homo_lumo_gap_ev": 10.777,
  "species": ["H", "H", "O", "H", "O", "H", "H", "O", "O", "O", "H", "H", "H", "H", "H", "H", "O", "H", "H", "H", "O", "O", "H", "H"],
  "xyz": [[-0.94, -0.08, -3.57], [-2.14, -1.01, -3.65], [5.19, -1.74, 0.65], [-2.23, 1.83, -3.60], [2.08, -0.90, 0.69], [-3.55, -1.62, 3.33], [-0.87, 0.48, 3.33], [-1.64, -0.47, -3.03], [-4.03, -0.84, 3.04], [-0.77, 0.72, 2.40], [0.21, -1.12, -0.27], [4.39, -2.18, 0.36], [0.96, 2.29, -0.13], [-0.74, 0.06, -0.11], [0.13, 0.46, 2.19], [1.95, -0.77, -0.26], [-0.61, -0.75, -0.61], [5.61, -1.45, -0.17], [-3.56, -0.55, 2.26], [1.68, 1.75, 1.09], [1.50, 1.55, 0.17], [-1.88, 1.95, -2.71], [-2.04, 2.88, -2.51], [1.30, -0.48, 1.09]],
  "mulliken_charge": [0.315, 0.253, -0.614, 0.303, -0.669, 0.313, 0.306, -0.560, -0.644, -0.586, 0.356, 0.300, 0.301, 0.271, 0.295, 0.338, -0.523, 0.310, 0.327, 0.323, -0.547, -0.583, 0.285, 0.128]
}

***

Arrangement 3

{
  "formula": "H16O8",
  "method": "ωB97M-V/def2-TZVPD",
  "homo_ev": -10.83,
  "smiles": "O.O.O.O.O.O.O.O",
  "lumo_energy_ev": 0.29,
  "multiplicity": 1,
  "homo_lumo_gap_ev": 11.119,
  "species": ["O", "H", "H", "H", "H", "H", "H", "H", "H", "H", "H", "H", "O", "H", "O", "H", "H", "O", "H", "O", "H", "O", "O", "O"],
  "xyz": [[-0.59, 0.24, -0.50], [0.57, -2.08, -2.35], [0.64, -0.97, 2.35], [-0.10, -1.31, -3.50], [-1.30, 1.99, -0.14], [0.00, -0.09, 0.20], [2.82, 1.76, -1.84], [-2.14, -0.24, 0.82], [-0.39, -3.76, 0.84], [1.17, 3.24, 1.17], [0.36, 1.98, 0.93], [-2.29, 3.15, -0.12], [-1.66, 2.69, 0.45], [1.96, -1.01, 1.56], [1.00, -0.97, 1.46], [0.73, -2.70, 0.85], [-3.29, -0.50, 1.79], [-2.33, -0.45, 1.75], [-0.32, -0.26, -1.30], [-0.24, -1.60, -2.59], [1.40, 1.29, -2.12], [0.56, -3.66, 0.75], [2.27, 0.97, -1.84], [1.16, 2.30, 1.37]],
  "mulliken_charge": [-0.571, 0.336, 0.318, 0.310, 0.332, 0.467, 0.293, 0.344, 0.316, 0.287, 0.288, 0.303, -0.630, 0.290, -0.730, 0.400, 0.285, -0.608, 0.209, -0.663, 0.298, -0.662, -0.592, -0.619]
}

***

Preferred: arrangement 3; penalty for the next structure: 0.0367 hartree.

***

Arrangement 1

{
  "formula": "C3H4OS",
  "method": "ωB97M-V/def2-TZVPD",
  "homo_ev": -8.99,
  "lumo_energy_ev": -0.37,
  "multiplicity": 1,
  "homo_lumo_gap_ev": 8.619,
  "species": ["O", "C", "C", "H", "S", "C", "H", "H", "H"],
  "xyz": [[-2.22, 1.35, -0.52], [-2.04, 0.29, -0.10], [-1.86, -0.93, 0.25], [2.00, 1.24, 1.16], [3.13, 0.34, -0.44], [1.66, 0.70, 0.28], [2.71, -0.20, -1.68], [-2.41, -1.40, 1.04], [-0.98, -1.39, 0.00]],
  "mulliken_charge": [-0.339, 0.788, -0.977, 0.159, -0.088, -0.229, 0.162, 0.244, 0.279]
}

***

Arrangement 2

{
  "formula": "C3H4OS",
  "method": "ωB97M-V/def2-TZVPD",
  "homo_ev": -9.53,
  "smiles": "O=C1CCS1",
  "lumo_energy_ev": 0.59,
  "multiplicity": 1,
  "homo_lumo_gap_ev": 10.120,
  "species": ["S", "C", "C", "H", "H", "H", "C", "O", "H"],
  "xyz": [[0.83, 0.21, -1.56], [0.10, 1.17, -0.19], [-0.51, 0.00, 0.61], [-0.38, -1.85, -0.96], [1.30, -1.27, 0.24], [-1.63, 0.46, 0.30], [0.30, -1.01, -0.26], [0.21, 2.25, 0.19], [-0.22, 0.04, 1.62]],
  "mulliken_charge": [-0.134, 0.386, -0.471, 0.284, 0.294, 0.251, -0.453, -0.447, 0.291]
}

***

Preferred: arrangement 2; penalty for the next structure: 0.0744 hartree.

***

Arrangement 1

{
  "formula": "C5H13NO4",
  "method": "ωB97M-V/def2-TZVPD",
  "homo_ev": -9.59,
  "smiles": "CC(C)(O)NO.CC(=O)O",
  "lumo_energy_ev": 0.66,
  "multiplicity": 1,
  "homo_lumo_gap_ev": 10.245,
  "species": ["H", "H", "O", "H", "H", "N", "H", "O", "C", "O", "H", "H", "C", "H", "H", "H", "H", "H", "C", "C", "C", "H", "O"],
  "xyz": [[1.33, -0.82, -2.48], [-0.29, -1.36, -0.78], [-1.64, -0.70, 2.04], [2.44, -1.32, -1.18], [2.67, 0.24, -2.01], [0.05, -0.77, -0.02], [-2.93, -1.34, -0.16], [-1.42, 1.34, 1.07], [1.04, 0.21, -0.61], [0.26, 1.17, -1.26], [-1.11, 1.58, 1.96], [2.48, 1.62, 0.10], [-1.81, 0.00, 1.06], [-3.70, 0.22, 0.15], [1.22, 1.25, 1.28], [2.51, 0.07, 0.97], [-2.36, 0.13, -1.00], [-0.03, -1.56, 1.71], [-2.76, -0.27, -0.07], [1.93, -0.47, -1.64], [1.87, 0.83, 0.52], [-0.34, 1.58, -0.59], [0.61, -1.62, 0.96]],
  "mulliken_charge": [0.403, 0.260, -0.756, 0.361, 0.425, -0.125, 0.330, -0.521, 1.129, -0.627, 0.349, 0.396, 1.114, 0.338, 0.303, 0.315, 0.306, 0.334, -1.154, -1.675, -1.430, 0.380, -0.455]
}

***

Arrangement 2

{
  "formula": "C5H13NO4",
  "method": "ωB97M-V/def2-TZVPD",
  "homo_ev": -9.43,
  "smiles": "C[C@@](O)(CO)CC(=O)O.N",
  "lumo_energy_ev": 0.58,
  "multiplicity": 1,
  "homo_lumo_gap_ev": 10.013,
  "species": ["H", "H", "C", "C", "N", "O", "O", "O", "H", "H", "C", "C", "H", "H", "H", "H", "C", "O", "H", "H", "H", "H", "H"],
  "xyz": [[-2.87, 0.66, -2.13], [2.60, 0.95, -0.55], [1.24, -1.22, 1.78], [2.62, 0.13, 0.17], [-2.52, 0.19, -1.30], [0.40, 2.27, -0.93], [-1.37, 2.43, 0.41], [0.46, -0.81, -0.44], [0.17, 3.18, -1.17], [-3.31, 0.00, -0.69], [0.42, 1.01, 1.12], [-0.30, 1.91, 0.14], [-2.12, -0.71, -1.59], [1.09, 1.66, 1.69], [0.21, -1.46, 2.09], [3.08, -0.75, -0.30], [1.19, -0.21, 0.62], [1.90, -2.38, 1.33], [3.23, 0.42, 1.03], [0.80, -1.71, -0.55], [1.76, -0.77, 2.64], [-0.36, 0.68, 1.82], [1.77, -3.10, 1.96]],
  "mulliken_charge": [0.219, 0.396, -0.863, -1.661, -0.621, -0.427, -0.580, -0.537, 0.369, 0.206, -0.746, 0.381, 0.201, 0.380, 0.429, 0.342, 1.295, -0.519, 0.353, 0.446, 0.323, 0.294, 0.322]
}

***

Preferred: arrangement 2; penalty for the next structure: 0.0377 hartree.

***

Arrangement 1

{
  "formula": "C4H13N2O2",
  "method": "ωB97M-V/def2-TZVPD",
  "homo_ev": -13.19,
  "charge": 1,
  "lumo_energy_ev": -3.25,
  "multiplicity": 1,
  "homo_lumo_gap_ev": 9.946,
  "species": ["N", "H", "H", "H", "H", "H", "H", "H", "C", "C", "O", "N", "H", "H", "H", "C", "C", "H", "H", "H", "O"],
  "xyz": [[-0.64, -1.76, -0.04], [0.15, 0.08, 2.42], [-1.30, 1.47, -0.66], [0.86, 2.91, 1.58], [-1.30, -0.50, -1.65], [0.00, -2.05, -0.78], [-1.34, -2.35, 0.40], [0.94, 0.63, -0.35], [-1.43, -0.54, -0.59], [-1.11, 0.77, 0.17], [1.86, -1.80, -1.76], [0.79, 0.28, 1.67], [2.62, -2.23, -2.20], [1.56, 0.78, 2.11], [1.50, -1.23, -2.46], [0.50, 2.58, 0.57], [0.36, 1.04, 0.49], [-2.47, -0.71, -0.36], [0.04, -1.51, 0.70], [-1.72, 0.86, 1.05], [0.14, 3.28, -0.32]],
  "mulliken_charge": [-0.156, 0.225, 0.325, 0.280, 0.376, 0.291, 0.379, 0.138, -0.753, -0.681, -0.680, -0.623, 0.319, 0.269, 0.329, -0.048, 0.334, 0.360, 0.340, 0.388, -0.413]
}

***

Arrangement 2

{
  "formula": "C4H13N2O2",
  "method": "ωB97M-V/def2-TZVPD",
  "homo_ev": -13.63,
  "charge": 1,
  "lumo_energy_ev": -3.23,
  "multiplicity": 1,
  "homo_lumo_gap_ev": 10.404,
  "species": ["O", "C", "H", "H", "N", "C", "C", "H", "O", "H", "H", "H", "H", "H", "C", "H", "H", "H", "H", "H", "N"],
  "xyz": [[-0.15, -0.99, 2.01], [0.39, -0.12, 0.00], [-1.83, -0.79, -0.73], [1.01, -2.74, -1.54], [-0.67, 0.79, -0.05], [-0.60, 2.29, 0.06], [-1.94, 0.38, -0.51], [1.36, 1.34, 0.71], [0.29, -1.31, -0.45], [2.26, -1.76, -0.80], [-0.63, -1.90, 1.95], [2.32, -0.04, 0.53], [-2.29, 0.82, -1.49], [1.38, -3.10, 0.15], [1.31, -2.28, -0.57], [-1.55, 2.64, 0.36], [-0.45, 2.73, -0.97], [-0.46, -0.61, 3.16], [-2.57, 0.57, 0.41], [0.12, 2.53, 0.82], [1.60, 0.49, 0.26]],
  "mulliken_charge": [-0.725, 1.204, 0.281, 0.287, 0.061, -1.059, -1.023, 0.064, -0.360, 0.395, 0.360, 0.235, 0.321, 0.294, -0.816, 0.356, 0.303, 0.365, 0.373, 0.478, -0.394]
}

***

Arrangement 3

{
  "formula": "C4H13N2O2",
  "method": "ωB97M-V/def2-TZVPD",
  "homo_ev": -14.09,
  "charge": 1,
  "lumo_energy_ev": -2.87,
  "multiplicity": 1,
  "homo_lumo_gap_ev": 11.224,
  "species": ["H", "H", "H", "H", "H", "O", "H", "H", "C", "C", "H", "O", "H", "C", "N", "H", "H", "H", "H", "N", "C"],
  "xyz": [[-1.46, 2.84, -0.42], [-1.68, 0.36, -0.85], [2.22, -0.48, -2.35], [-0.62, -0.86, -0.83], [-2.00, -0.96, 0.13], [1.44, -1.04, -2.36], [1.06, 1.51, 0.12], [-0.06, 2.40, 1.26], [0.72, -0.71, 1.09], [0.04, 1.69, 0.40], [0.94, -2.87, 1.81], [-0.92, -2.45, 1.30], [1.46, -0.53, 0.29], [0.23, -2.12, 1.42], [-0.80, 2.13, -0.73], [-1.23, 0.25, 1.74], [1.31, -0.40, 1.99], [-0.22, 2.56, -1.45], [1.29, -1.19, -3.30], [-1.25, -0.36, -0.20], [-0.47, 0.24, 0.96]],
  "mulliken_charge": [0.228, 0.423, 0.315, 0.258, 0.360, -0.603, 0.356, 0.328, -0.814, -0.623, 0.398, -0.461, 0.296, 0.015, -0.582, 0.495, 0.396, 0.230, 0.303, -0.343, 0.024]
}

***

Preferred: arrangement 3; penalty for the next structure: 0.0177 hartree.